(w)
Entry from the Open Molecules 2025 dataset: a 18-piece molecular cluster, H36O18 overall (the ωB97M-V functional and the def2-TZVPD basis).

Orbital gap   9.78 eV
Total charge   0

Positions of all 54 atoms, in Å:
O1 -2.70236 -2.31433 2.42118
H1 -3.48302 -1.74192 2.51262
H2 -2.05533 -1.96748 3.05268
O2 -1.62041 4.29500 -4.48829
H3 -2.18676 3.86554 -3.82861
H4 -1.42989 5.10044 -3.99099
O3 2.23228 4.03867 -1.37285
H5 1.92726 3.62508 -2.19000
H6 1.81549 3.75868 -0.55180
O4 4.19952 2.04342 -1.52232
H7 3.69404 2.50780 -2.19558
H8 3.50543 1.43148 -1.26255
O5 0.85346 -2.47454 0.15544
H9 1.66434 -1.96002 0.28960
H10 1.13392 -3.25519 0.65595
O6 -0.33202 -3.71951 2.72367
H11 -0.60268 -3.02753 2.09125
H12 -1.26315 -3.97916 2.85331
O7 -4.81915 -0.26574 -0.36317
H13 -4.42006 0.52192 0.01772
H14 -4.06098 -0.76292 -0.72442
O8 -5.43807 -1.26764 2.01857
H15 -5.87855 -0.63480 2.59266
H16 -5.69938 -1.04602 1.10578
O9 1.30279 -1.56067 -4.51069
H17 1.29515 -2.19743 -5.23553
H18 2.25975 -1.39842 -4.46055
O10 -2.15445 -1.39107 -0.00086
H19 -1.31361 -1.84556 -0.14808
H20 -2.65194 -2.00440 0.58203
O11 3.64227 -1.88862 -1.34888
H21 4.23940 -1.45288 -0.71709
H22 3.71002 -1.22203 -2.05041
O12 0.05056 0.08449 -0.37705
H23 -0.77494 0.56544 -0.27957
H24 -0.10755 -0.78287 -0.00141
O13 -5.10330 -3.89645 1.34246
H25 -4.97168 -3.44382 0.50472
H26 -4.36413 -3.59414 1.88215
O14 2.21703 0.47610 -2.31228
H27 1.79172 0.33158 -1.45389
H28 1.80240 -0.19369 -2.90081
O15 1.96278 5.40454 0.93606
H29 2.86875 5.50970 1.23443
H30 1.77622 6.03826 0.23962
O16 4.47600 0.77949 1.62500
H31 3.56545 0.58075 1.31444
H32 4.09305 1.59431 2.03934
O17 1.39874 2.61599 1.49959
H33 0.76132 3.33086 1.55361
H34 1.08502 1.84457 1.01382
O18 -0.03005 -1.13150 3.38118
H35 -0.09454 -1.16624 4.34313
H36 0.34758 -2.00233 3.16115

These are the Mulliken partial charges, in e, on atoms 1 to 6:
1 O -0.5913
2 H 0.2638
3 H 0.3485
4 O -0.6313
5 H 0.3133
6 H 0.3174



(x)
Entry from the Open Molecules 2025 dataset: a 18-piece molecular cluster, H36O18 overall (the ωB97M-V functional and the def2-TZVPD basis).

Orbital gap   9.69 eV
Total charge   0

Positions of all 54 atoms, in Å:
O1 -1.13277 3.19709 -3.37878
H1 -0.25080 3.37952 -3.05461
H2 -1.11374 2.27038 -3.61767
O2 3.94807 -2.87480 -0.46202
H3 4.09386 -3.53784 -1.13683
H4 4.10447 -2.04160 -0.90649
O3 1.24581 -3.64590 0.47247
H5 2.09819 -3.26270 0.67943
H6 1.10419 -3.43226 -0.44978
O4 -2.94777 0.91823 1.77271
H7 -3.13645 1.57117 1.09870
H8 -3.70944 0.94417 2.35188
O5 -0.13085 0.39197 0.15946
H9 -1.02209 0.49504 0.49307
H10 -0.17603 -0.37367 -0.41325
O6 2.92470 4.43255 3.24436
H11 2.53475 3.74513 2.70434
H12 3.36861 5.00584 2.61944
O7 2.42147 1.73159 -0.84490
H13 1.60486 1.25719 -0.68894
H14 3.10770 1.07661 -0.71710
O8 2.09031 2.21352 1.96272
H15 1.82559 1.30545 1.81587
H16 2.06250 2.61506 1.09426
O9 1.62627 3.73191 -2.53639
H17 1.99690 4.60341 -2.67553
H18 2.36097 3.20645 -2.21964
O10 -4.62832 -2.27764 -0.04810
H19 -4.71885 -2.58996 -0.94837
H20 -3.72480 -2.48687 0.18879
O11 1.70712 -0.60874 2.66358
H21 0.76080 -0.69989 2.55220
H22 1.80647 -0.11405 3.47699
O12 -1.95426 -3.30521 0.63514
H23 -1.10124 -3.07096 1.00080
H24 -1.78007 -4.07519 0.09383
O13 1.19990 -1.74778 -2.06464
H25 1.27677 -1.91322 -3.00429
H26 1.94535 -1.18384 -1.85847
O14 -3.33720 -3.99690 2.83405
H27 -4.13946 -4.32422 2.42726
H28 -2.76120 -3.79166 2.09762
O15 4.16925 -0.45916 -1.78808
H29 4.93713 0.10355 -1.68833
H30 4.18834 -0.73077 -2.70573
O16 -1.29336 0.31288 -4.44238
H31 -1.72050 0.32975 -5.29882
H32 -1.87328 -0.21692 -3.89535
O17 -1.28815 -1.08911 3.17722
H33 -1.65407 -0.34960 2.69197
H34 -1.89463 -1.22177 3.90578
O18 -4.84160 3.47097 0.52763
H35 -4.46878 3.92013 1.28625
H36 -5.71064 3.19267 0.81668

These are the Mulliken partial charges, in e, on atoms 1 to 6:
1 O -0.6443
2 H 0.3710
3 H 0.3416
4 O -0.6064
5 H 0.2956
6 H 0.3654



(y)
Entry from the Open Molecules 2025 dataset: a 18-piece molecular cluster, H36O18 overall (the ωB97M-V functional and the def2-TZVPD basis).

Orbital gap   10.52 eV
Total charge   0

Positions of all 54 atoms, in Å:
O1 -2.40218 5.90989 0.73390
H1 -2.63588 5.83872 -0.19315
H2 -1.99913 5.05479 0.93787
O2 -3.49530 0.52844 -0.40004
H3 -2.92120 0.31823 -1.16852
H4 -2.84695 0.73693 0.31825
O3 4.71745 0.10590 4.45001
H5 5.40098 -0.00487 3.77165
H6 4.45521 1.00183 4.23429
O4 3.08943 -2.63976 0.74099
H7 2.85368 -3.45796 1.17493
H8 2.99824 -1.80742 1.18078
O5 -0.87290 2.25478 0.38377
H9 0.05925 2.44951 0.19913
H10 -1.08400 1.75851 -0.40369
O6 -0.12042 -2.01408 -4.30949
H11 -0.39011 -2.85591 -3.92721
H12 0.21412 -2.15774 -5.19537
O7 -5.26521 -1.39564 1.13725
H13 -4.78734 -1.53625 0.30301
H14 -5.81419 -0.71708 0.70985
O8 -4.62921 3.05810 3.14081
H15 -4.96347 2.41286 2.53427
H16 -4.18478 3.86092 2.89280
O9 -1.23060 -0.09573 -2.05639
H17 -0.76643 0.57136 -1.54674
H18 -0.63636 -0.84212 -2.09164
O10 5.48893 -1.59483 1.87723
H19 4.84989 -1.61640 2.59431
H20 5.00958 -1.53692 1.04905
O11 -1.50080 -4.66276 -2.74310
H21 -1.80914 -5.37152 -3.31851
H22 -2.17127 -4.72991 -2.02132
O12 2.06153 4.26583 3.08091
H23 1.78947 3.82355 3.87550
H24 2.83167 4.77894 3.15602
O13 0.43283 -4.57045 -1.12201
H25 -0.29482 -3.97228 -1.28914
H26 0.12558 -5.32969 -1.61880
O14 3.49037 2.67915 0.37721
H27 3.30102 3.50510 0.82216
H28 4.42673 2.48103 0.34913
O15 1.28190 2.91980 -1.70827
H29 2.18842 3.08203 -1.39141
H30 1.53718 2.65727 -2.60251
O16 3.00134 0.54111 -3.23184
H31 3.91802 0.47248 -3.50380
H32 2.58295 -0.31128 -3.37318
O17 -0.97855 -2.05398 1.39970
H33 -0.73972 -2.76762 1.98516
H34 -0.49599 -1.28137 1.34184
O18 -3.41475 -3.20711 -1.34572
H35 -2.88412 -2.84182 -0.63592
H36 -3.86085 -2.66751 -1.92484

These are the Mulliken partial charges, in e, on atoms 1 to 6:
1 O -0.6458
2 H 0.3139
3 H 0.3264
4 O -0.5184
5 H 0.3536
6 H 0.2825



Decreasing stability: (x), (w), (y)



(w)
Entry from the Open Molecules 2025 dataset: a 3-piece molecular cluster, C4H13NOS overall (the ωB97M-V functional and the def2-TZVPD basis).

Orbital gap   6.63 eV
Total charge   0

Positions of all 20 atoms, in Å:
C1 -1.15049 2.75756 0.55646
C2 -0.89072 1.67812 1.62724
S1 0.69053 0.77158 1.34667
H1 -1.41047 2.28838 -0.39658
H2 -0.21643 3.30708 0.40647
H3 -1.93360 3.45556 0.89110
H4 -1.70916 0.94685 1.64992
H5 -0.83288 2.12020 2.62953
C3 -0.19645 -2.10475 -1.21512
O1 -1.20808 -1.39898 -0.49246
C4 1.11149 -2.08403 -0.44621
N1 2.02491 -0.99669 -0.84813
H6 -0.05128 -1.71157 -2.24769
H7 -0.60035 -3.15407 -1.20043
H8 -0.79979 -0.52979 -0.29455
H9 0.83993 -2.03228 0.61781
H10 1.67107 -3.00924 -0.65394
H11 0.16607 0.85587 -1.09930
H12 2.87213 -1.07441 -0.28801
H13 1.62357 -0.08540 -0.54279

These are the Mulliken partial charges, in e, on atoms 1 to 6:
1 C -1.0301
2 C -0.3652
3 S -0.0415
4 H 0.3286
5 H 0.3161
6 H 0.3313



(x)
Entry from the Open Molecules 2025 dataset: a 2-piece molecular cluster, C4H13NOS overall (the ωB97M-V functional and the def2-TZVPD basis).

Orbital gap   8.97 eV
SMILES   CSCCCN.O
Total charge   0

Positions of all 20 atoms, in Å:
C1 0.14363 -2.55255 0.56709
S1 1.78622 -1.90932 0.86347
C2 1.54629 -0.11745 0.64943
C3 0.97498 0.33510 -0.65846
C4 0.48737 1.78078 -0.80757
N1 -0.95486 1.87847 -0.48842
H1 -0.68948 -2.22111 1.17394
H2 0.04274 -2.30254 -0.48428
H3 0.22274 -3.64215 0.68168
H4 0.94742 0.14589 1.54236
H5 2.47740 0.43169 0.87695
H6 1.68099 0.00381 -1.44055
H7 0.09127 -0.24212 -0.95239
H8 0.79042 2.03379 -1.82220
H9 1.16582 2.29608 -0.09730
H10 -0.99411 2.17820 0.48425
H11 -1.22924 2.69886 -1.02455
O1 -2.72534 -0.63999 0.24925
H12 -2.37746 0.15186 -0.19051
H13 -3.38679 -0.30732 0.87782

These are the Mulliken partial charges, in e, on atoms 1 to 6:
1 C -0.7589
2 S -0.1285
3 C -0.6285
4 C -0.4260
5 C -0.6340
6 N -0.5677



Decreasing stability: (x), (w)



(w)
Entry from the Open Molecules 2025 dataset: a 2-piece molecular cluster, C4H13NOS overall (the ωB97M-V functional and the def2-TZVPD basis).

Orbital gap   9.02 eV
SMILES   CSCCCN.O
Total charge   0

Positions of all 20 atoms, in Å:
C1 1.61399 0.11301 1.01413
S1 0.02817 1.19010 1.36372
C2 -0.90518 1.55071 -0.16218
C3 -1.56326 0.37099 -0.87675
C4 -0.42172 -0.55845 -1.44500
N1 0.39305 0.08880 -2.36979
H1 2.40363 0.61379 0.59316
H2 1.37663 -0.79418 0.36641
H3 2.02445 -0.48027 1.82155
H4 -0.19576 2.11532 -0.80147
H5 -1.55860 2.34118 0.04764
H6 -2.06564 0.62909 -1.83066
H7 -2.31468 -0.18397 -0.28734
H8 0.17490 -1.01572 -0.61240
H9 -0.84607 -1.49757 -1.77850
H10 -0.08439 0.57590 -3.08589
H11 0.91477 0.82705 -1.86050
O1 0.43153 -3.04511 1.08328
H12 0.21352 -3.63311 1.87061
H13 0.95994 -3.65737 0.47887

These are the Mulliken partial charges, in e, on atoms 1 to 6:
1 C -0.8970
2 S -0.0938
3 C -0.6903
4 C -0.3893
5 C -0.1328
6 N -0.5117



(x)
Entry from the Open Molecules 2025 dataset: a 2-piece molecular cluster, C4H13NOS overall (the ωB97M-V functional and the def2-TZVPD basis).

Orbital gap   9.53 eV
SMILES   CCNCCS.O
Total charge   0

Positions of all 20 atoms, in Å:
C1 -1.85116 1.85033 -1.72862
C2 -1.42261 0.35276 -1.63681
N1 -0.35588 0.04762 -0.67290
C3 -0.69970 0.14232 0.72223
C4 -0.55418 1.53608 1.40384
S1 1.19857 1.65017 1.94337
H1 -2.75264 2.14409 -1.21116
H2 -1.02384 2.47766 -1.39032
H3 -1.85928 2.10022 -2.79685
H4 -1.03835 0.09651 -2.60383
H5 -2.24968 -0.27165 -1.31675
H6 0.50300 0.55280 -0.87008
H7 0.01879 -0.47268 1.28359
H8 -1.67075 -0.31930 0.89503
H9 -0.67516 2.33241 0.67168
H10 -1.20440 1.66238 2.26112
H11 1.70767 2.75524 1.38615
O1 2.24278 -6.26829 -1.47814
H12 1.81705 -7.02042 -1.89430
H13 2.12471 -6.34613 -0.53099

These are the Mulliken partial charges, in e, on atoms 1 to 6:
1 C -1.0054
2 C -0.4552
3 N -0.3275
4 C -0.7884
5 C -0.4097
6 S -0.2446



Decreasing stability: (x), (w)



(w)
Entry from the Open Molecules 2025 dataset: a 4-piece molecular cluster, C4H17NO3 overall (the ωB97M-V functional and the def2-TZVPD basis).

Orbital gap (spin up / spin down)   10.26 / 4.49 eV
Multiplicity   2
⟨S²⟩   0.75
Total charge   +1

Positions of all 25 atoms, in Å:
C1 -0.41250 -2.01613 1.39318
C2 -0.76923 -0.61438 1.67508
C3 -2.10515 -0.15816 0.91845
C4 -2.03895 -0.12412 -0.55462
N1 -0.70633 -0.04882 -1.24515
H1 0.27872 -2.03066 0.61808
H2 -1.39760 -2.52123 0.93889
H3 -0.14431 -2.69968 2.22664
H4 -0.95587 -0.40966 2.79374
H5 0.16533 0.11936 1.72440
H6 -2.92835 -0.78212 1.26036
H7 -2.29707 0.77284 1.28818
H8 -2.57226 0.79655 -0.97722
H9 -2.66892 -0.89046 -0.98818
H10 -0.07852 -0.49337 -0.67536
H11 -0.77296 -0.45713 -2.09757
H12 3.85209 4.86568 -0.28827
H13 4.93932 4.75821 0.97821
O1 4.10152 4.96601 0.65451
H14 1.76459 5.06655 0.32219
H15 0.50901 4.16160 -0.30035
O2 0.82327 4.99608 -0.02380
H16 0.70348 -5.47118 -3.83655
H17 1.38195 -6.31541 -2.69277
O3 1.32875 -5.47038 -3.11206

These are the Mulliken partial charges, in e, on atoms 1 to 6:
1 C -0.9713
2 C -0.6863
3 C -0.6043
4 C -0.4520
5 N -0.0322
6 H 0.3749



(x)
Entry from the Open Molecules 2025 dataset: a 4-piece molecular cluster, C4H17NO3 overall (the ωB97M-V functional and the def2-TZVPD basis).

Orbital gap (spin up / spin down)   10.88 / 6.35 eV
Multiplicity   2
⟨S²⟩   0.75
Total charge   +1

Positions of all 25 atoms, in Å:
C1 -1.98008 -1.80220 1.99006
C2 -1.11836 -0.92057 1.08751
C3 0.06691 -0.41181 1.86590
N1 1.10987 0.13847 1.07871
C4 2.18968 0.86998 1.68948
H1 -1.68471 -2.84900 1.90484
H2 -1.83194 -1.56327 3.04783
H3 -3.03754 -1.68355 1.78579
H4 -0.81683 -1.42431 0.17722
H5 -1.68486 -0.05798 0.71324
H6 -0.23528 0.19952 2.71412
H7 0.53772 -1.26663 2.40743
H8 1.46388 -0.41210 0.29367
H9 3.09726 0.82072 1.10733
H10 1.87310 1.91179 1.83217
H11 2.40477 0.53184 2.71484
H12 -0.91193 2.43668 -1.82852
H13 -2.10407 2.99955 -0.97138
O1 -1.86783 2.45830 -1.72662
H14 -1.23403 -2.04526 -2.82298
H15 -0.33554 -2.45216 -1.68255
O2 -0.29453 -2.10555 -2.58199
H16 1.20991 1.11309 -1.96053
H17 2.70011 0.91949 -2.12969
O3 1.98514 1.54202 -2.34176

These are the Mulliken partial charges, in e, on atoms 1 to 6:
1 C -1.2670
2 C 0.3129
3 C -0.7037
4 N 0.0917
5 C -0.8425
6 H 0.3627



Decreasing stability: (x), (w)



(w)
Entry from the Open Molecules 2025 dataset: one molecule with the formula C5H7FO (the ωB97M-V functional and the def2-TZVPD basis).

Orbital gap   9.11 eV
SMILES   C=C(F)/C=C(/C)O
Total charge   0

Positions of all 14 atoms, in Å:
C1 1.75229 2.10266 -1.13130
C2 0.58569 1.42640 -0.96183
F1 -0.41923 1.89581 -1.75224
C3 0.26352 0.07747 -0.11614
C4 -0.78458 -0.77558 0.14392
C5 -0.62976 -1.66592 1.37431
O1 -2.00714 -0.81691 -0.54455
H1 2.54530 1.79765 -0.54739
H2 1.82997 2.87399 -1.84001
H3 1.06560 0.09790 0.53553
H4 -0.11502 -2.52806 1.16382
H5 -1.52884 -1.86152 1.80838
H6 0.06058 -1.14983 2.08869
H7 -2.61839 -1.47406 -0.22118

These are the Mulliken partial charges, in e, on atoms 1 to 6:
1 C -0.9136
2 C 0.4999
3 F -0.2656
4 C -0.4739
5 C 0.7835
6 C -1.3899



(x)
Entry from the Open Molecules 2025 dataset: one molecule with the formula C5H7FO (the ωB97M-V functional and the def2-TZVPD basis).

Orbital gap   9.09 eV
Total charge   0

Positions of all 14 atoms, in Å:
C1 -0.32380 -0.78956 -0.40280
C2 -0.99281 0.47925 -0.07369
C3 1.80035 0.06623 0.73815
C4 1.83118 0.50014 -0.64993
C5 -2.30585 0.66407 0.07987
O1 1.11409 -0.80483 -0.19676
F1 -3.11036 -0.44198 0.29863
H1 -0.28088 -0.98785 -1.45953
H2 -0.95591 -1.57353 0.07695
H3 -0.42415 1.26861 -0.29534
H4 2.56106 -0.55524 1.42753
H5 0.99867 0.50288 1.46396
H6 2.79765 0.00689 -1.05651
H7 -2.70924 1.66492 0.04947

These are the Mulliken partial charges, in e, on atoms 1 to 6:
1 C -0.1223
2 C -0.5008
3 C 0.0175
4 C -0.8224
5 C -0.2147
6 O -0.1103



(y)
Entry from the Open Molecules 2025 dataset: one molecule with the formula C5H7FO (the ωB97M-V functional and the def2-TZVPD basis).

Orbital gap   8.98 eV
SMILES   C=C/C(=C/F)OC
Total charge   0

Positions of all 14 atoms, in Å:
C1 -2.42461 0.00847 -0.04416
C2 -1.39207 -0.80640 0.10592
C3 0.00299 -0.53491 0.11296
C4 1.05961 -1.48057 0.20082
F1 2.40110 -0.99469 -0.22352
O1 0.32152 0.80596 -0.18385
C5 1.45894 1.48319 0.10034
H1 -3.45228 -0.31105 -0.35677
H2 -2.29955 1.14731 -0.33593
H3 -1.76684 -1.76473 -0.14020
H4 0.91705 -2.49914 0.04011
H5 2.41470 0.91712 -0.42881
H6 1.63597 1.47875 1.26174
H7 1.12347 2.55070 -0.10863

These are the Mulliken partial charges, in e, on atoms 1 to 6:
1 C -0.6030
2 C -0.4174
3 C 0.7811
4 C -0.3589
5 F -0.2888
6 O -0.3283



(z)
Entry from the Open Molecules 2025 dataset: one molecule with the formula C5H7FO (the ωB97M-V functional and the def2-TZVPD basis).

Orbital gap   9.59 eV
SMILES   O[C@@H]1C[C@@H]1/C=C/F
Total charge   0

Positions of all 14 atoms, in Å:
O1 -0.83908 -1.57401 0.22101
C1 -1.31658 -0.28420 0.30717
C2 -1.02138 0.55374 -0.89118
C3 -0.19703 0.76492 0.37146
C4 1.19038 0.26943 0.49575
C5 2.05983 -0.18827 -0.38327
F1 3.34275 -0.17785 -0.00695
H1 -1.39177 -2.10096 0.82841
H2 -2.33285 -0.35497 0.90394
H3 -1.65522 1.25856 -1.24320
H4 -0.65880 0.10214 -1.69548
H5 -0.49004 1.57780 1.02296
H6 1.54243 0.55226 1.41928
H7 1.76736 -0.39860 -1.34992

These are the Mulliken partial charges, in e, on atoms 1 to 6:
1 O -0.4942
2 C 0.3461
3 C -1.1111
4 C -0.1103
5 C -0.6130
6 C -0.1052



Decreasing stability: (w), (z), (y), (x)